A) The ion C3H9IN3 with charge +1. Source: the OMol25 dataset; level of theory: ωB97M-V/def2-TZVPD.

HOMO energy, Eh: -0.5057
Structure (SMILES): [H]/N=[NH+]/C[C@](C)(N)I
Frontier orbital gap, eV: 8.767

The geometry in ORCA input format:
```
! wB97M-V def2-TZVPD RIJCOSX def2/J DEFGRID3
* xyz 1 1
C 1.769 0.485 -0.642
C 0.213 -0.754 0.905
C 0.324 0.067 -0.524
N -1.864 0.082 1.048
N -1.211 -1.021 1.034
N -0.691 1.074 -0.383
I -0.194 -1.409 -2.036
H 1.933 0.843 -1.725
H 1.933 1.389 -0.061
H 2.411 -0.374 -0.392
H 0.476 -0.046 1.685
H 0.857 -1.660 0.835
H -2.831 -0.011 0.677
H -0.151 1.816 -0.049
H -1.665 -1.838 0.773
H -1.309 1.359 -1.144
*
```



B) A cluster of 2 separate species, C3H9IN3 in total. Source: the OMol25 dataset; level of theory: ωB97M-V/def2-TZVPD.

HOMO energy (alpha / beta), Eh: -0.4865 / -0.4906
Frontier orbital gap (alpha / beta), eV: 5.853 / 5.954

The geometry in ORCA input format:
```
! wB97M-V def2-TZVPD RIJCOSX def2/J DEFGRID3
* xyz 1 1
C 0.271 0.839 0.424
C -0.159 -2.559 -0.478
C -0.459 -1.533 0.655
N -0.396 -0.212 -0.031
N 0.565 1.975 -0.100
N 0.302 2.722 -1.085
I 0.796 3.555 2.380
H 0.874 0.578 1.289
H 0.706 -2.263 -1.139
H 0.227 -3.516 0.056
H -0.972 -2.718 -1.233
H 0.195 -1.666 1.432
H -1.471 -1.802 1.077
H -0.867 -0.016 -0.849
H 0.996 3.346 -1.226
H -0.608 3.270 -1.171
*
```



C) A cluster of 2 separate species, C3H9IN3 in total. Source: the OMol25 dataset; level of theory: ωB97M-V/def2-TZVPD.

HOMO energy, Eh: -0.4692
Frontier orbital gap, eV: 8.769

The geometry in ORCA input format:
```
! wB97M-V def2-TZVPD RIJCOSX def2/J DEFGRID3
* xyz 1 1
C -1.678 1.246 1.200
C 1.292 -2.354 0.630
C 1.316 -1.307 -0.174
N -0.957 1.145 0.148
N -0.675 2.114 -0.718
N 0.338 -0.973 -1.133
I 2.633 0.342 0.217
H -2.125 2.192 1.470
H -1.924 0.361 1.757
H 1.974 -2.462 1.452
H 0.593 -3.163 0.483
H -0.950 3.063 -0.500
H 0.170 2.002 -1.263
H -0.547 0.214 -0.218
H 0.765 -0.627 -1.990
H -0.223 -1.792 -1.362
*
```



Q: Which of them is the least stable? A: B).



A) The molecule C2H3N3O. Source: the OMol25 dataset; level of theory: ωB97M-V/def2-TZVPD.

HOMO energy (alpha / beta), Eh: -0.3238 / -0.3236
Structure (SMILES): Oc1nc[nH]n1
Frontier orbital gap (alpha / beta), eV: 8.379 / 8.377

The geometry in ORCA input format:
```
! wB97M-V def2-TZVPD RIJCOSX def2/J DEFGRID3
* xyz 0 1
O 1.776 -0.117 0.361
C 0.817 0.590 -0.511
N -0.037 1.389 0.179
N -1.052 0.548 0.378
C -0.829 -0.667 -0.204
N 0.261 -0.629 -0.884
H 2.399 -0.546 -0.228
H -1.857 0.816 0.917
H -1.447 -1.533 -0.021
*
```



B) A cluster of 2 separate species, C2H3N3O in total. Source: the OMol25 dataset; level of theory: ωB97M-V/def2-TZVPD.

HOMO energy (alpha / beta), Eh: -0.3772 / -0.3673
Frontier orbital gap (alpha / beta), eV: 8.504 / 9.314

The geometry in ORCA input format:
```
! wB97M-V def2-TZVPD RIJCOSX def2/J DEFGRID3
* xyz 0 1
C 0.789 0.738 0.177
C -0.619 -0.929 -0.188
N -0.391 0.414 0.089
N 1.660 -0.361 -0.174
N 0.915 -1.330 -0.472
O 1.293 -2.468 -0.751
H 1.783 2.882 -0.141
H -0.978 -1.405 0.636
H -1.199 -0.995 -1.139
*
```



Q: Which of them is the least stable? A: B).



A) The molecule C2H3N3O. Source: the OMol25 dataset; level of theory: ωB97M-V/def2-TZVPD.

HOMO energy, Eh: -0.3053
Frontier orbital gap, eV: 8.560

The geometry in ORCA input format:
```
! wB97M-V def2-TZVPD RIJCOSX def2/J DEFGRID3
* xyz 0 1
O -1.090 -0.486 -1.641
C -0.203 -0.063 -0.701
C -0.237 -0.303 0.707
N 0.771 0.090 1.404
N 1.859 0.894 -0.365
N 0.957 0.524 -0.994
H -1.644 0.258 -1.913
H -1.117 -0.812 1.104
H 0.705 -0.103 2.399
*
```



B) A structure of composition C2H3N3O. Source: the OMol25 dataset; level of theory: ωB97M-V/def2-TZVPD.

HOMO energy, Eh: -0.3239
Frontier orbital gap, eV: 9.366

The geometry in ORCA input format:
```
! wB97M-V def2-TZVPD RIJCOSX def2/J DEFGRID3
* xyz 0 1
O -0.021 1.706 -1.526
C -0.020 0.955 -0.427
N -0.988 0.341 0.092
N -0.825 -0.786 0.719
C 1.113 -0.906 0.710
N 1.511 -0.027 -0.028
H -0.531 1.256 -2.224
H -1.591 -0.847 1.412
H 1.356 -1.785 1.298
*
```



Q: Which of them is the least stable? A: B).



A) The molecule C2H3N3O. Source: the OMol25 dataset; level of theory: ωB97M-V/def2-TZVPD.

HOMO energy, Eh: -0.3573
Structure (SMILES): O=c1nc[nH][nH]1
Frontier orbital gap, eV: 10.011

The geometry in ORCA input format:
```
! wB97M-V def2-TZVPD RIJCOSX def2/J DEFGRID3
* xyz 0 1
C -0.602 0.622 -0.094
C 1.479 -0.150 -0.109
H 2.481 -0.504 -0.447
H 0.456 -2.167 -0.875
H -1.203 -1.005 0.847
N 0.856 0.896 0.000
N 0.613 -1.360 -0.047
N -0.695 -0.821 -0.013
O -1.552 1.231 0.264
*
```



B) The molecule C2H3N3O. Source: the OMol25 dataset; level of theory: ωB97M-V/def2-TZVPD.

HOMO energy, Eh: -0.4112
Structure (SMILES): Cc1nnno1
Frontier orbital gap, eV: 11.665

The geometry in ORCA input format:
```
! wB97M-V def2-TZVPD RIJCOSX def2/J DEFGRID3
* xyz 0 1
C -0.554 -0.727 -0.936
C 0.035 0.175 0.135
H -0.789 -0.008 -1.715
H 0.260 -1.663 -1.141
H -1.508 -0.995 -0.716
N 1.179 0.773 -0.110
N 1.440 1.111 1.179
N 0.482 1.006 2.071
O -0.545 0.327 1.234
*
```



Q: Which of them is the least stable? A: B).



A) A structure of composition C2H3N3O. Source: the OMol25 dataset; level of theory: ωB97M-V/def2-TZVPD.

HOMO energy, Eh: -0.3245
Frontier orbital gap, eV: 9.291

The geometry in ORCA input format:
```
! wB97M-V def2-TZVPD RIJCOSX def2/J DEFGRID3
* xyz 0 1
O 2.307 -0.066 0.020
C 1.023 -0.057 0.346
N 0.238 0.916 0.455
N -1.017 0.866 0.138
C -1.190 -1.061 -0.260
N -0.073 -1.517 -0.276
H 2.462 0.558 -0.712
H -1.503 1.550 0.738
H -2.247 -1.190 -0.449
*
```



B) The molecule C2H3N3O. Source: the OMol25 dataset; level of theory: ωB97M-V/def2-TZVPD.

HOMO energy, Eh: -0.3434
Structure (SMILES): [H]/N=c1/nc[nH]o1
Frontier orbital gap, eV: 9.522

The geometry in ORCA input format:
```
! wB97M-V def2-TZVPD RIJCOSX def2/J DEFGRID3
* xyz 0 1
C -0.253 0.675 0.244
C -0.206 -1.466 0.151
H 0.251 2.517 0.402
H -0.356 -2.580 0.260
H 1.707 -1.263 -0.908
N -0.241 1.800 0.846
N -0.860 -0.461 0.685
N 0.595 -1.034 -0.958
O 0.586 0.491 -0.767
*
```



Q: Which of them is the least stable? A: A).



A) The ion C7H11N2 with charge +1. Source: the OMol25 dataset; level of theory: ωB97M-V/def2-TZVPD.

HOMO energy (alpha / beta), Eh: -0.4809 / -0.4809
Structure (SMILES): C=[NH+]/C=C\C=N\C1CC1
Frontier orbital gap (alpha / beta), eV: 7.760 / 7.761

The geometry in ORCA input format:
```
! wB97M-V def2-TZVPD RIJCOSX def2/J DEFGRID3
* xyz 1 1
C -1.487 1.335 0.265
C -0.134 0.920 0.030
C -2.727 0.815 0.061
C 2.707 0.158 -0.849
C 2.601 0.006 0.671
C 1.561 -0.648 -0.218
C -2.446 -1.549 -0.211
N -3.092 -0.459 -0.379
N 0.232 -0.269 -0.171
H -1.848 2.286 0.701
H 0.618 1.664 0.173
H -3.625 1.427 0.299
H 2.562 1.124 -1.309
H 3.462 -0.524 -1.322
H 3.249 -0.554 1.246
H 2.105 0.971 1.125
H 1.540 -1.685 -0.303
H -2.725 -2.429 -0.717
H -4.083 -0.453 -0.742
H -1.551 -1.568 0.280
*
```



B) The ion C7H11N2 with charge +1. Source: the OMol25 dataset; level of theory: ωB97M-V/def2-TZVPD.

HOMO energy, Eh: -0.5606
Structure (SMILES): CCCC1=[N+]2N3CC[C@]132
Frontier orbital gap, eV: 10.200

The geometry in ORCA input format:
```
! wB97M-V def2-TZVPD RIJCOSX def2/J DEFGRID3
* xyz 1 1
C 0.414 1.017 -0.158
C 2.019 -1.290 -0.215
C 3.162 -0.436 0.373
C 1.410 0.044 -0.601
C -3.227 -0.048 0.034
C -1.057 1.251 0.032
C -1.713 -0.197 -0.129
N 2.560 0.806 -0.220
N 1.503 1.268 0.548
H 2.306 -1.839 -1.058
H 1.319 -1.945 0.356
H 3.143 -0.305 1.473
H 4.099 -0.485 -0.206
H -3.563 0.511 -0.789
H -3.429 0.500 0.906
H -3.798 -0.907 -0.177
H -1.355 1.960 -0.753
H -1.124 1.579 0.985
H -1.177 -0.857 0.638
H -1.490 -0.628 -1.041
*
```



C) The ion C7H11N2 with charge +1. Source: the OMol25 dataset; level of theory: ωB97M-V/def2-TZVPD.

HOMO energy, Eh: -0.5432
Structure (SMILES): CC1=NC(C)=[N+]2C[C@]12C
Frontier orbital gap, eV: 9.820

The geometry in ORCA input format:
```
! wB97M-V def2-TZVPD RIJCOSX def2/J DEFGRID3
* xyz 1 1
C 0.358 0.632 -0.780
C 0.026 0.479 1.488
C 0.125 -1.724 0.464
C -0.311 -0.704 -0.456
C 0.847 1.198 -2.073
C 0.394 0.871 2.772
C -1.481 -1.050 -1.367
N 0.303 1.458 0.183
N -0.512 -0.553 0.947
H -0.385 -2.726 0.493
H 1.217 -1.827 0.724
H 1.379 2.091 -1.848
H 0.055 1.458 -2.737
H 1.526 0.681 -2.640
H 0.159 1.920 2.915
H 1.450 0.943 2.706
H 0.232 0.336 3.672
H -2.152 -1.808 -0.805
H -1.159 -1.514 -2.344
H -2.070 -0.160 -1.315
*
```



Q: Which of them is the least stable? A: B).